Entry 1:
Formula: C4H9NO2
Source: the OMol25 dataset
Level of theory: ωB97M-V with the def2-TZVPD basis set

The geometry in XYZ format:
```
16
Properties=species:S:1:pos:R:3:forces:R:3
C 0.07247 1.74026 0.55732 -0.047 0.111 0.847
O 0.46796 2.46320 -0.45603 -0.248 -0.089 -0.352
C -0.79821 0.36384 0.16747 0.234 0.816 -1.784
C -0.07445 -0.66693 -0.71652 -0.279 -0.798 0.828
C 1.03734 -1.48273 0.07218 -0.239 0.514 -1.066
O 1.84761 -2.24594 -0.71056 -0.249 0.010 0.287
N -2.42910 -0.30324 0.80052 -0.048 -1.127 1.019
H -0.65117 2.26738 1.26146 0.164 -0.223 0.004
H 0.90115 1.32404 1.17462 -0.036 0.080 0.154
H -1.63812 0.86637 -0.30027 0.731 0.341 -0.757
H 0.39199 -0.23746 -1.60251 0.037 0.408 0.153
H -0.81122 -1.39893 -1.07365 0.001 0.058 -0.045
H 1.56285 -0.67664 0.62944 0.279 -0.084 0.243
H 0.45426 -2.04936 0.83465 -0.029 -0.142 0.260
H -1.01705 -0.01399 1.21659 -0.674 -0.167 0.282
H -2.91760 0.55480 1.09435 0.403 0.293 -0.072
```
Positions in Å, forces in eV/Å.

Calculated values
**F_max**: 0.0384 hartree/bohr
**Gap between HOMO and LUMO**: 6.119 eV
**HOMO level**: 0.986 eV
**Total charge**: -2



Entry 2:
Formula: C4H9NO2
Source: the OMol25 dataset
Level of theory: ωB97M-V with the def2-TZVPD basis set

The geometry in XYZ format:
```
16
Properties=species:S:1:pos:R:3:forces:R:3
C -2.55436 0.49204 -0.20173 -0.091 0.117 -0.017
N -1.86343 -0.64578 0.38097 0.040 0.097 0.443
C -1.55802 -0.58307 1.61024 -0.097 -0.099 -0.228
C 1.05091 0.14775 0.61660 0.404 -0.104 -0.401
O 0.72880 -0.54733 -0.46469 -0.065 0.120 0.309
O 2.30942 0.52980 0.53336 -0.242 -0.057 0.075
C 3.10841 0.17667 -0.61439 0.181 -0.066 -0.238
H -2.73310 1.29568 0.52939 -0.013 -0.136 -0.153
H -3.50999 0.16372 -0.62918 0.218 0.066 0.089
H -1.94393 0.89042 -1.02284 -0.141 -0.056 0.157
H -0.21504 -0.82399 -0.35066 0.046 0.026 0.021
H -0.99347 -1.40057 2.05824 -0.103 0.104 -0.057
H -1.81467 0.25944 2.26728 -0.033 -0.111 -0.206
H 4.09673 0.59527 -0.41838 -0.189 -0.056 -0.053
H 2.67909 0.60516 -1.52613 0.118 -0.082 0.205
H 3.17230 -0.91065 -0.72627 -0.032 0.238 0.052
```
Positions in Å, forces in eV/Å.

Calculated values
**F_max**: 0.0113 hartree/bohr
**Gap between HOMO and LUMO**: 9.934 eV
**HOMO level**: -8.865 eV



What is the F_max in the second record?
0.0113 hartree/bohr



What is the HOMO level in the first record?
0.986 eV